1.
Entry from OMol25: a molecular structure, C20H28Cl2N2O5P2Re in a non-equilibrium geometry (the ωB97M-V functional and the def2-TZVPD basis).

Calculated values
* gap between HOMO and LUMO (alpha / beta): 5.7 / 6.2 eV
* ΔE to the lowest compared entry with this formula, charge and spin: 36.3 kcal per mole
* E_HOMO (alpha / beta): -15.56 / -15.56 eV
* net charge: +2
* spin multiplicity: 2
* LUMO (alpha / beta): -9.89 / -9.37 eV

CARTESIAN COORDINATES (ANGSTROEM)
Re  -1.101  1.059  0.441
C  2.282  2.047  -0.419
P  1.152  1.801  0.977
C  1.058  3.408  1.812
C  1.942  0.700  2.183
C  3.300  0.766  2.454
C  3.869  -0.117  3.362
C  3.076  -1.046  4.018
C  1.712  -1.100  3.767
C  1.141  -0.235  2.849
P  -0.615  -0.343  2.401
C  -1.196  -2.057  2.462
C  -1.488  0.452  3.785
H  2.543  1.092  -0.869
H  3.188  2.544  -0.074
H  1.803  2.682  -1.163
H  2.048  3.680  2.179
H  0.368  3.341  2.651
H  0.705  4.177  1.126
H  3.928  1.480  1.944
H  4.931  -0.081  3.553
H  3.519  -1.733  4.724
H  1.104  -1.832  4.277
H  -1.073  -2.429  3.480
H  -0.636  -2.688  1.778
H  -2.257  -2.082  2.215
H  -1.192  -0.022  4.720
H  -2.566  0.348  3.661
H  -1.240  1.511  3.823
Cl  -3.422  0.875  0.010
C  -3.260  2.597  -0.257
Cl  -1.759  2.819  -1.134
C  -2.895  3.205  1.196
O  -3.527  4.121  1.616
O  -1.912  2.570  1.667
H  -4.122  3.030  -0.763
C  -2.306  -3.071  -2.459
C  -1.807  -2.248  -3.640
C  -0.587  -1.370  -3.274
C  -0.104  -0.556  -4.495
C  1.109  0.316  -4.192
C  0.540  -2.315  -2.875
O  1.038  -3.099  -3.624
N  0.950  -2.222  -1.557
C  0.513  -1.346  -0.609
O  0.953  -1.381  0.528
N  -0.438  -0.413  -0.948
C  -1.031  -0.410  -2.190
O  -1.930  0.381  -2.394
H  -3.189  -3.633  -2.752
H  -2.571  -2.433  -1.615
H  -1.553  -3.788  -2.132
H  -2.604  -1.588  -3.990
H  -1.524  -2.907  -4.462
H  -0.929  0.073  -4.834
H  0.143  -1.260  -5.290
H  0.888  1.052  -3.418
H  1.402  0.847  -5.094
H  1.960  -0.286  -3.875
H  1.670  -2.882  -1.261

---

2.
Entry from OMol25: 7 unconnected molecules or ions with the total composition C20H28Cl2O18 in a non-equilibrium geometry (the ωB97M-V functional and the def2-TZVPD basis).

Calculated values
* gap between HOMO and LUMO: 10.5 eV
* ΔE to the lowest compared entry with this formula, charge and spin: 15.2 kcal per mole
* SMILES: O=C1OCCO1.O=C1OCCO1.O=C1OCCO1.O=C1OCCO1.O=C1OCCO1.O=C1OCCO1.ClCCCl
* E_HOMO: -10.60 eV
* net charge: 0
* spin multiplicity: 1
* LUMO: -0.15 eV

CARTESIAN COORDINATES (ANGSTROEM)
O  4.778  1.570  -10.797
C  4.265  0.579  -10.365
O  4.202  0.217  -9.088
C  3.535  -1.031  -8.928
C  3.470  -1.559  -10.390
O  3.833  -0.422  -11.158
H  4.190  -1.692  -8.367
H  2.528  -0.898  -8.538
H  2.486  -1.869  -10.737
H  4.200  -2.357  -10.511
O  6.668  7.647  -9.821
C  6.718  6.520  -10.183
O  7.791  5.724  -10.093
C  7.576  4.532  -10.823
C  6.051  4.471  -10.938
O  5.676  5.848  -10.734
H  7.984  4.647  -11.834
H  8.009  3.636  -10.390
H  5.713  4.029  -9.998
H  5.686  4.014  -11.846
O  9.670  -2.300  -14.290
C  8.613  -1.894  -13.914
O  7.728  -2.614  -13.154
C  6.589  -1.766  -12.888
C  6.803  -0.533  -13.744
O  8.135  -0.693  -14.235
H  5.795  -2.390  -13.299
H  6.480  -1.480  -11.846
H  6.750  0.341  -13.088
H  6.088  -0.327  -14.538
O  0.327  0.373  -7.884
C  -0.591  0.808  -7.262
O  -1.853  0.829  -7.728
C  -2.754  1.355  -6.733
C  -1.748  1.982  -5.764
O  -0.503  1.390  -6.052
H  -3.381  2.085  -7.242
H  -3.438  0.616  -6.314
H  -2.009  1.924  -4.708
H  -1.750  3.059  -5.970
O  -0.051  -4.265  -11.958
C  0.051  -4.344  -10.783
O  1.195  -4.114  -10.054
C  0.772  -3.808  -8.723
C  -0.568  -4.523  -8.611
O  -1.002  -4.468  -9.952
H  1.524  -4.221  -8.051
H  0.654  -2.738  -8.537
H  -1.318  -4.044  -7.985
H  -0.472  -5.565  -8.284
O  5.215  -4.427  -10.859
C  5.001  -4.875  -9.775
O  3.855  -5.478  -9.444
C  4.038  -6.224  -8.237
C  5.264  -5.507  -7.607
O  5.811  -4.771  -8.699
H  3.174  -6.231  -7.580
H  4.301  -7.241  -8.530
H  5.961  -6.240  -7.213
H  4.932  -4.727  -6.919
Cl  0.633  1.215  -12.619
C  1.242  2.486  -11.537
C  0.869  3.871  -12.058
Cl  1.992  5.064  -11.410
H  2.322  2.376  -11.527
H  0.786  2.352  -10.560
H  -0.086  4.233  -11.683
H  0.864  3.917  -13.144

---

3.
Entry from OMol25: 5 unconnected molecules or ions with the total composition C20H28ClN5O2 in a non-equilibrium geometry (the ωB97M-V functional and the def2-TZVPD basis).

Calculated values
* gap between HOMO and LUMO: 8.3 eV
* ΔE to the lowest compared entry with this formula, charge and spin: 8.9 kcal per mole
* SMILES: C[C@H](Cl)CNC(=O)O.c1cc[nH]c1.c1cc[nH]c1.c1cc[nH]c1.c1cc[nH]c1
* E_HOMO: -8.18 eV
* net charge: 0
* spin multiplicity: 1
* LUMO: 0.07 eV

CARTESIAN COORDINATES (ANGSTROEM)
C  -2.359  -1.177  1.216
C  -1.162  -2.146  1.141
Cl  -1.277  -3.249  -0.283
C  -1.033  -3.000  2.434
N  -0.462  -2.166  3.516
C  0.849  -2.575  3.897
O  1.113  -2.668  5.047
O  1.843  -2.833  2.966
H  -3.264  -1.649  0.815
H  -2.558  -0.966  2.275
H  -2.161  -0.259  0.652
H  -0.252  -1.543  1.025
H  -2.044  -3.299  2.745
H  -0.469  -3.915  2.234
H  -0.392  -1.197  3.212
H  2.217  -1.966  2.776
C  -1.181  3.170  4.555
C  -0.173  2.318  4.035
C  -0.665  1.762  2.882
N  -1.933  2.242  2.691
C  -2.252  3.104  3.703
H  -1.126  3.764  5.452
H  0.801  2.136  4.456
H  -0.225  1.068  2.185
H  -2.535  1.999  1.926
H  -3.211  3.593  3.731
C  -2.296  -0.040  -2.650
C  -0.916  -0.314  -2.463
C  -0.223  0.807  -2.840
N  -1.132  1.744  -3.251
C  -2.398  1.238  -3.135
H  -3.121  -0.706  -2.452
H  -0.482  -1.229  -2.094
H  0.833  1.017  -2.852
H  -0.906  2.662  -3.585
H  -3.256  1.829  -3.407
C  -3.457  3.430  -7.542
C  -2.971  2.606  -6.493
C  -1.649  2.916  -6.311
N  -1.317  3.891  -7.212
C  -2.414  4.213  -7.963
H  -4.457  3.446  -7.941
H  -3.528  1.870  -5.937
H  -0.918  2.528  -5.627
H  -0.410  4.306  -7.308
H  -2.358  4.967  -8.730
C  7.118  -3.691  2.433
C  7.048  -2.694  3.440
C  5.724  -2.381  3.613
N  4.995  -3.148  2.746
C  5.835  -3.952  2.027
H  8.008  -4.165  2.052
H  7.873  -2.257  3.978
H  5.241  -1.682  4.275
H  3.996  -3.124  2.653
H  5.450  -4.637  1.291

---

4.
Entry from OMol25: a molecular structure, C20H28F3O5RuS in a non-equilibrium geometry (the ωB97M-V functional and the def2-TZVPD basis).

Calculated values
* gap between HOMO and LUMO (alpha / beta): 6.7 / 3.2 eV
* E_HOMO (alpha / beta): -9.24 / -11.33 eV
* net charge: +1
* spin multiplicity: 5
* LUMO (alpha / beta): -2.58 / -8.17 eV

CARTESIAN COORDINATES (ANGSTROEM)
O  -0.762  0.940  -2.029
C  0.573  1.496  -1.810
C  -0.001  2.884  -2.081
H  1.270  1.027  -2.517
H  0.899  1.339  -0.778
C  -1.412  2.225  -1.815
H  0.226  3.159  -3.123
H  0.240  3.738  -1.442
C  -2.553  2.110  -2.818
H  -2.302  1.606  -3.783
H  -3.087  3.043  -3.017
H  -3.317  1.479  -2.323
C  -1.888  2.577  -0.371
H  -1.143  2.349  0.403
H  -2.765  2.001  -0.096
H  -2.120  3.656  -0.245
Ru  0.108  0.221  2.659
C  0.728  1.746  3.930
C  1.823  0.815  3.800
C  2.292  0.870  2.433
H  2.274  0.252  4.607
C  1.517  1.843  1.734
C  0.480  2.311  2.618
H  -0.259  3.071  2.381
H  0.221  2.024  4.851
H  3.108  0.280  2.032
H  1.654  2.162  0.704
C  -1.254  -0.595  3.863
C  -1.998  0.546  3.330
C  -2.531  0.180  2.056
H  -2.209  1.465  3.873
C  -2.024  -1.092  1.721
C  -1.383  -1.657  2.857
H  -1.184  -2.712  3.032
H  -0.953  -0.727  4.897
H  -3.345  0.684  1.552
H  -2.094  -1.586  0.762
O  -0.244  -1.318  -2.823
C  -0.444  -0.686  -4.163
C  0.216  -1.503  -5.254
H  0.006  0.320  -4.088
H  -1.535  -0.567  -4.335
C  1.130  -2.480  -4.477
H  0.708  -0.816  -5.949
H  -0.620  -1.966  -5.793
C  0.774  -2.312  -2.983
H  2.175  -2.200  -4.662
H  0.960  -3.475  -4.904
H  1.675  -1.920  -2.490
H  0.501  -3.309  -2.597
F  3.430  -3.972  3.796
C  3.068  -3.200  2.749
F  3.866  -2.102  2.715
F  3.214  -3.888  1.600
S  1.315  -2.687  2.950
O  0.552  -3.916  2.883
O  1.316  -1.950  4.212
O  1.110  -1.784  1.764